1.
Computed, not measured: a cluster of 5 separate species, C2H14O5 in total, with the ωB97M-V functional and the def2-TZVPD basis.

XYZ file:
```
21
C2H14O5 the ωB97M-V functional and the def2-TZVPD basis
C -1.385 -1.509 1.567
O -1.864 -2.728 2.127
C 0.128 -1.530 1.432
H -1.899 -1.339 0.616
H -1.670 -0.725 2.266
H -1.502 -3.456 1.610
H 0.457 -2.351 0.794
H 0.538 -0.580 1.094
H 0.517 -1.773 2.426
H -2.025 -4.627 5.036
H -1.931 -3.485 3.999
O -1.827 -3.688 4.948
H 2.897 4.949 -2.768
H 2.047 4.274 -3.839
O 2.593 4.083 -3.061
H 2.715 3.560 -0.894
H 4.130 3.963 -0.656
O 3.263 4.009 -0.233
H -1.937 0.463 -6.043
H -1.276 1.204 -4.880
O -1.968 1.286 -5.543
```

max |F| = 0.734 eV/A
E_HOMO = -10.741 eV
structure (SMILES) = CCO.O.O.O.O

Just the natural (NBO) charges please, in e? Sure, here they are:
1 C -0.0581
2 O -0.7394
3 C -0.6390
4 H 0.1594
5 H 0.1839
6 H 0.4656
7 H 0.1958
8 H 0.2209
9 H 0.2194
10 H 0.4606
11 H 0.4903
12 O -0.9594
13 H 0.4787
14 H 0.4777
15 O -0.9557
16 H 0.4812
17 H 0.4621
18 O -0.9440
19 H 0.4690
20 H 0.4675
21 O -0.9365

=====

2.
Computed, not measured: a structure of composition C14H39FeGeN8OP in a non-equilibrium geometry, with the ωB97M-V functional and the def2-TZVPD basis.

XYZ file:
```
65
C14H39FeGeN8OP the ωB97M-V functional and the def2-TZVPD basis
Fe -0.280 0.467 -0.112
C -0.911 0.008 4.732
N -1.308 -1.121 3.905
C -0.784 -2.394 4.395
C -1.308 -0.900 2.537
N -0.848 0.119 1.946
N -1.982 -1.908 1.854
C -2.153 -2.080 0.488
N -3.024 -3.126 0.221
N -1.597 -1.347 -0.381
H -1.192 -0.208 5.761
H -1.437 0.908 4.419
H 0.170 0.191 4.704
H -1.205 -2.603 5.377
H 0.308 -2.365 4.487
H -1.043 -3.214 3.731
H -0.375 0.746 2.585
H -2.593 -2.456 2.434
H -2.960 -3.932 0.822
H -3.084 -3.371 -0.753
H -1.850 -1.612 -1.325
C 1.862 2.966 -2.437
Ge 0.296 3.295 -1.245
C 1.158 3.338 0.558
C -0.249 5.160 -1.614
C -0.965 1.881 -1.221
H 2.622 3.753 -2.364
H 1.539 2.887 -3.480
H 2.307 2.011 -2.136
H 2.081 3.928 0.589
H 1.408 2.308 0.847
H 0.460 3.736 1.299
H 0.615 5.830 -1.563
H -0.988 5.487 -0.878
H -0.696 5.245 -2.608
H -1.822 1.988 -1.882
C 1.487 -3.040 0.786
N 2.028 -2.910 -0.573
C 1.160 -3.525 -1.573
P 2.654 -1.374 -0.852
O 1.778 -0.252 -0.435
N 4.066 -1.369 -0.008
C 4.350 -0.337 0.981
C 4.962 -2.515 -0.002
N 3.001 -1.361 -2.469
C 1.894 -0.895 -3.327
C 4.301 -0.907 -2.956
H 1.333 -4.099 1.008
H 0.540 -2.504 0.908
H 2.201 -2.641 1.508
H 1.047 -4.584 -1.333
H 1.617 -3.445 -2.556
H 0.162 -3.071 -1.603
H 3.561 0.410 0.968
H 5.300 0.157 0.766
H 4.410 -0.773 1.984
H 4.664 -3.233 -0.762
H 4.943 -3.023 0.969
H 5.989 -2.197 -0.200
H 0.929 -1.052 -2.849
H 1.914 -1.435 -4.277
H 1.973 0.177 -3.525
H 5.102 -1.230 -2.297
H 4.341 0.184 -3.045
H 4.476 -1.337 -3.945
```

max |F| = 1.006 eV/A
E_HOMO (spin up / spin down) = -3.901 / -4.372 eV
2S+1 = 5

Just the natural (NBO) charges please, in e? Sure, here they are:
1 Fe 1.1946
2 C -0.4242
3 N -0.4514
4 C -0.4083
5 C 0.6157
6 N -0.7708
7 N -0.6330
8 C 0.6121
9 N -0.8253
10 N -0.7770
11 H 0.2152
12 H 0.2270
13 H 0.1856
14 H 0.2088
15 H 0.1879
16 H 0.2052
17 H 0.3732
18 H 0.4068
19 H 0.3830
20 H 0.3936
21 H 0.3682
22 C -1.1047
23 Ge 1.5670
24 C -1.0942
25 C -1.0889
26 C -1.6602
27 H 0.2036
28 H 0.2115
29 H 0.2032
30 H 0.2080
31 H 0.1885
32 H 0.2131
33 H 0.2098
34 H 0.2182
35 H 0.2171
36 H 0.1890
37 C -0.4206
38 N -0.7944
39 C -0.4099
40 P 2.4567
41 O -1.1740
42 N -0.8189
43 C -0.4022
44 C -0.4055
45 N -0.8235
46 C -0.4207
47 C -0.3959
48 H 0.1962
49 H 0.1907
50 H 0.2084
51 H 0.1937
52 H 0.2255
53 H 0.1780
54 H 0.2460
55 H 0.1914
56 H 0.1770
57 H 0.2243
58 H 0.1865
59 H 0.1934
60 H 0.2188
61 H 0.1893
62 H 0.2217
63 H 0.2063
64 H 0.1971
65 H 0.1967

=====

3.
Computed, not measured: a structure of composition C33H41LaN12O3 in a non-equilibrium geometry, with the ωB97M-V functional and the def2-TZVPD basis.

XYZ file:
```
90
C33H41LaN12O3 the ωB97M-V functional and the def2-TZVPD basis
La 0.376 0.025 0.625
C -2.342 -4.823 -1.287
N -2.526 -3.549 -0.575
C -3.628 -3.460 0.386
C -1.688 -2.541 -0.745
O -1.769 -1.452 -0.144
C -0.535 -2.721 -1.721
O 0.138 -1.493 -1.834
C -0.228 -0.736 -2.973
C 0.098 0.721 -2.710
O 0.517 1.061 -1.589
N -0.087 1.571 -3.705
C -0.535 1.136 -5.032
C 0.250 2.989 -3.550
H -3.125 -5.505 -0.973
H -2.421 -4.698 -2.367
H -1.380 -5.281 -1.048
H -3.454 -4.144 1.217
H -3.702 -2.449 0.769
H -4.560 -3.733 -0.107
H 0.167 -3.458 -1.329
H -0.884 -3.080 -2.690
H 0.328 -1.086 -3.846
H -1.301 -0.825 -3.167
H -1.322 0.386 -4.964
H -0.944 1.995 -5.553
H 0.295 0.736 -5.619
H 0.633 3.168 -2.553
H 1.009 3.266 -4.281
H -0.638 3.596 -3.715
N -2.819 1.158 -0.887
C -2.302 2.267 -0.307
N -2.929 3.407 -0.548
C -2.398 4.486 0.033
N -2.988 5.661 -0.165
N -1.292 4.476 0.811
C -0.740 3.302 0.970
N -1.181 2.138 0.455
C 0.503 3.276 1.799
C 0.691 4.251 2.762
C 1.872 4.244 3.488
C 2.821 3.274 3.211
C 2.538 2.325 2.250
N 1.394 2.304 1.557
H -3.726 1.288 -1.307
H -2.597 0.240 -0.527
H -3.826 5.709 -0.717
H -2.619 6.487 0.273
H -0.071 5.001 2.909
H 2.049 4.986 4.256
H 3.761 3.234 3.745
H 3.248 1.531 2.042
C 3.036 -2.208 -0.805
N 2.429 -1.514 0.343
C 3.084 -1.619 1.463
C 2.631 -1.069 2.687
C 3.240 -1.082 3.943
C 2.378 -0.399 4.806
C 1.284 -0.007 4.036
N 1.417 -0.403 2.753
C 3.152 -1.373 -2.059
C 3.007 -1.975 -3.306
C 3.137 -1.234 -4.473
C 3.409 0.130 -4.404
C 3.562 0.735 -3.164
C 3.440 -0.016 -2.000
H 2.458 -3.108 -1.025
H 4.040 -2.548 -0.542
H 4.034 -2.154 1.487
H 4.188 -1.543 4.188
H 2.519 -0.217 5.862
H 0.409 0.546 4.360
H 2.793 -3.039 -3.366
H 3.035 -1.720 -5.437
H 3.525 0.708 -5.314
H 3.793 1.794 -3.101
H 3.569 0.467 -1.036
N -0.612 -2.755 2.475
C -1.575 -1.859 2.919
C -2.598 -2.287 3.770
C -3.571 -1.394 4.152
C -3.509 -0.080 3.692
C -2.465 0.260 2.867
N -1.510 -0.601 2.467
H -0.590 -3.633 2.965
H 0.313 -2.377 2.348
H -2.601 -3.310 4.131
H -4.366 -1.708 4.818
H -4.246 0.657 3.978
H -2.373 1.273 2.497
```

max |F| = 1.283 eV/A
E_HOMO = -12.526 eV
total charge = +2

Just the Mulliken charges please, in e? Sure, here they are:
1 La 1.8403
2 C -0.9352
3 N 0.1606
4 C -1.1522
5 C 0.4501
6 O -0.6958
7 C -1.3076
8 O 0.3190
9 C -1.7296
10 C 0.1964
11 O -0.3004
12 N 0.5483
13 C -0.9793
14 C -1.0803
15 H 0.3963
16 H 0.2978
17 H 0.3307
18 H 0.4173
19 H 0.2306
20 H 0.4658
21 H 0.3491
22 H 0.6419
23 H 0.4850
24 H 0.7151
25 H 0.3710
26 H 0.3744
27 H 0.2735
28 H 0.2886
29 H 0.3826
30 H 0.3710
31 N 0.1327
32 C 0.1640
33 N -0.8059
34 C 0.1610
35 N -0.3373
36 N -0.7201
37 C 0.0407
38 N 1.0340
39 C 0.3882
40 C -0.9638
41 C -0.5908
42 C -1.1136
43 C -0.2529
44 N 0.3672
45 H 0.3340
46 H -0.1481
47 H 0.2609
48 H 0.2510
49 H 0.5266
50 H 0.4693
51 H 0.4740
52 H 0.5865
53 C -1.7527
54 N -0.1549
55 C -0.4345
56 C -0.0763
57 C -0.8836
58 C -1.1078
59 C -1.0052
60 N 1.8413
61 C 0.6129
62 C -0.4511
63 C -0.8073
64 C -0.5049
65 C -0.6491
66 C -0.1752
67 H 0.2592
68 H 0.7208
69 H 0.4948
70 H 0.5870
71 H 0.4844
72 H 0.5429
73 H 0.4535
74 H 0.4253
75 H 0.4982
76 H 0.4847
77 H 0.5219
78 N -0.0788
79 C 0.3218
80 C -0.9797
81 C -0.4586
82 C -0.9855
83 C -0.7292
84 N 1.0329
85 H 0.3323
86 H -0.1355
87 H 0.4849
88 H 0.4524
89 H 0.5268
90 H 0.3095

=====

4.
Computed, not measured: the molecule C4H2O3 in a non-equilibrium geometry, with the ωB97M-V functional and the def2-TZVPD basis.

XYZ file:
```
9
C4H2O3 the ωB97M-V functional and the def2-TZVPD basis
C 0.194 0.458 -1.356
C 0.751 0.149 0.622
O -0.344 1.083 -2.349
C -0.685 -1.811 1.453
C 0.102 -0.860 1.164
O 0.153 1.155 -0.228
O -1.259 -2.754 1.836
H -0.586 2.018 -2.148
H 1.673 0.562 1.005
```

max |F| = 2.365 eV/A
E_HOMO = -9.432 eV

Just the natural (NBO) charges please, in e? Sure, here they are:
1 C 0.4328
2 C 0.2581
3 O -0.6515
4 C 0.7004
5 C -0.4380
6 O -0.5344
7 O -0.4429
8 H 0.4743
9 H 0.2012